Below is a molecular structure, C13H28AsF6N3O2PtSSb, with properties calculated with wB97M-V/def2-TZVPD.

Results
⟨S²⟩: 0.791
F_max: 0.08 eV/A
energy above the lowest of the compared OMol25 structures with the same formula, charge and spin: 0.0 kcal per mole
orbital gap (alpha / beta): 0.2804 / 0.2546 Eh
energy: -120219.0292 eV
2S+1: 2
total charge: +4

XYZ file:
```
56
C13H28AsF6N3O2PtSSb | the OMol25 dataset | wB97M-V/def2-TZVPD
Pt -0.715 -0.352 0.328
C 0.826 4.126 1.670
C 1.665 3.195 2.533
C 1.121 1.780 2.634
S 1.121 0.933 0.993
O 1.083 -0.610 1.180
C 2.500 1.392 -0.105
C 3.750 0.553 0.189
C 4.305 0.668 1.600
H 1.294 5.107 1.610
H -0.175 4.257 2.078
H 0.718 3.757 0.640
H 1.669 3.539 3.574
H 2.716 3.175 2.240
H 0.074 1.725 2.941
H 1.733 1.090 3.225
H 2.619 2.461 0.092
H 2.100 1.236 -1.107
H 4.474 0.941 -0.535
H 3.557 -0.484 -0.088
H 4.513 1.702 1.877
H 5.249 0.129 1.661
H 3.648 0.215 2.348
N -0.497 -5.748 0.568
C -1.262 -4.676 0.552
C -0.725 -3.360 0.342
N -1.554 -2.310 0.379
C -2.857 -2.520 0.593
C -3.365 -3.849 0.770
N -2.589 -4.886 0.754
H 0.513 -5.733 0.442
H -0.939 -6.658 0.730
H 0.330 -3.184 0.161
H -3.520 -1.665 0.642
H -4.429 -3.996 0.935
C -2.102 -1.040 -3.380
As -0.449 -0.185 -2.972
C 0.957 -0.758 -4.118
C -0.641 1.713 -2.926
O 0.145 -0.750 -1.379
H -2.373 -0.744 -4.396
H -2.884 -0.707 -2.700
H -1.975 -2.121 -3.355
H 0.684 -0.462 -5.135
H 1.053 -1.841 -4.068
H 1.889 -0.273 -3.836
H -1.037 2.021 -3.897
H 0.329 2.186 -2.783
H -1.347 2.008 -2.151
F -1.730 0.161 2.024
Sb -3.249 1.496 1.340
F -2.487 0.351 -0.351
F -1.695 2.443 0.896
F -4.337 2.406 0.193
F -3.403 2.162 3.030
F -4.301 -0.016 1.518
```

Below is 2 unconnected molecules or ions with the total composition H5NS, with properties calculated with wB97M-V/def2-TZVPD.

Results
structure (SMILES): N.S
F_max: 2.53 eV/A
energy above the lowest of the compared OMol25 structures with the same formula, charge and spin: 2.9 kcal per mole
orbital gap: 0.3703 Eh
energy: -12406.3194 eV
2S+1: 1

XYZ file:
```
7
H5NS | the OMol25 dataset | wB97M-V/def2-TZVPD
N -1.051 0.408 -0.255
H -1.259 1.401 -0.168
H -1.671 -0.114 0.366
H -1.269 0.144 -1.221
S 1.952 -0.700 -0.107
H 2.461 -0.960 1.132
H 0.836 -0.180 0.252
```

Below is a gas-phase ion, C5H5N6O (charge -1), with properties calculated with wB97M-V/def2-TZVPD.

Results
F_max: 5.55 eV/A
energy above the lowest of the compared OMol25 structures with the same formula, charge and spin: 0.0 kcal per mole
orbital gap: 0.3131 Eh
energy: -16253.7836 eV
2S+1: 1
total charge: -1

XYZ file:
```
17
C5H5N6O | the OMol25 dataset | wB97M-V/def2-TZVPD
C 0.327 1.932 0.874
C 2.817 0.033 0.155
C 0.703 -1.187 0.327
C -0.788 -1.146 0.490
C 0.864 1.347 -0.243
N -0.145 2.447 1.802
N 3.668 -0.114 1.162
N 3.392 0.326 -1.033
N 4.839 0.148 0.571
N 4.680 0.415 -0.695
N 1.385 0.017 0.145
O 1.215 -2.288 0.389
H -1.276 -1.185 -0.457
H -1.007 -0.277 1.234
H -1.127 -2.104 1.072
H 0.106 1.272 -1.127
H 1.743 1.957 -0.626
```

Below is a molecular structure, C60H79AsNO5P2Pd, with properties calculated with wB97M-V/def2-TZVPD.

Results
⟨S²⟩: 6.297
F_max: 2.09 eV/A
orbital gap (alpha / beta): 0.2207 / 0.1727 Eh
energy: -158102.5072 eV
2S+1: 5
total charge: +3

XYZ file:
```
149
C60H79AsNO5P2Pd | the OMol25 dataset | wB97M-V/def2-TZVPD
Pd -0.037 0.028 -0.204
C -3.525 1.615 5.762
C -2.745 2.858 5.332
C -3.737 3.951 4.896
C -1.917 3.350 6.534
C -1.810 2.593 4.185
C -1.667 1.339 3.613
C -0.897 1.164 2.468
N -0.762 -0.031 1.841
C -0.681 -1.204 2.466
C -0.386 -1.373 3.823
C -0.416 -2.626 4.401
C -0.839 -3.709 3.587
C -1.085 -3.645 2.240
C -0.840 -2.375 1.575
O -0.734 -2.183 0.347
C -1.561 -4.885 1.505
C -2.049 -4.580 0.092
C -0.388 -5.881 1.417
C -2.742 -5.516 2.262
C -0.071 -2.794 5.865
C -0.090 -4.249 6.336
C -1.073 -1.989 6.715
C 1.338 -2.224 6.112
C -0.293 2.311 1.790
O 0.204 2.138 0.638
C -0.273 3.560 2.520
C -1.037 3.647 3.655
C 0.485 4.772 2.010
C 1.813 4.363 1.365
C -0.403 5.454 0.957
C 0.812 5.764 3.136
H -4.234 1.887 6.537
H -2.862 0.857 6.175
H -4.094 1.190 4.937
H -4.430 4.144 5.709
H -4.306 3.624 4.029
H -3.239 4.884 4.649
H -2.580 3.517 7.376
H -1.399 4.279 6.318
H -1.180 2.600 6.815
H -2.223 0.497 3.990
H -0.126 -0.497 4.397
H -0.971 -4.660 4.074
H -1.234 -4.259 -0.551
H -2.805 -3.799 0.109
H -2.492 -5.476 -0.335
H 0.418 -5.473 0.810
H -0.742 -6.794 0.948
H 0.002 -6.131 2.400
H -3.557 -4.802 2.354
H -2.472 -5.863 3.253
H -3.109 -6.376 1.711
H -1.094 -4.664 6.305
H 0.245 -4.294 7.369
H 0.577 -4.869 5.743
H -2.090 -2.336 6.551
H -1.018 -0.926 6.492
H -0.837 -2.120 7.768
H 2.077 -2.760 5.520
H 1.593 -2.339 7.162
H 1.387 -1.165 5.875
H -1.085 4.597 4.158
H 1.644 3.698 0.521
H 2.451 3.862 2.090
H 2.337 5.245 1.005
H -0.615 4.770 0.141
H 0.110 6.323 0.554
H -1.345 5.775 1.392
H 1.219 5.249 4.004
H -0.058 6.344 3.434
H 1.559 6.475 2.791
C 5.203 1.477 0.575
C 3.707 1.227 0.631
O 3.425 0.052 -0.144
P 2.092 -0.817 -0.007
O 2.445 -2.001 -1.001
C 3.310 -1.884 -2.146
C 4.734 -2.279 -1.799
O 2.048 -1.478 1.428
C 3.093 -2.316 1.989
C 3.706 -1.627 3.190
H 5.469 2.271 1.266
H 5.506 1.773 -0.424
H 5.754 0.583 0.855
H 3.153 2.066 0.202
H 3.375 1.068 1.660
H 3.281 -0.858 -2.523
H 2.891 -2.571 -2.887
H 5.177 -1.560 -1.114
H 5.331 -2.309 -2.707
H 4.744 -3.266 -1.344
H 3.844 -2.528 1.226
H 2.595 -3.244 2.282
H 4.211 -0.713 2.895
H 4.431 -2.285 3.660
H 2.938 -1.384 3.918
C 0.778 0.414 -4.234
C 1.344 1.685 -4.844
As 1.472 1.576 -6.848
C 2.364 -0.110 -7.209
C 3.315 -0.635 -6.334
C 3.922 -1.843 -6.619
C 3.625 -2.508 -7.804
C 2.713 -1.967 -8.700
C 2.108 -0.757 -8.421
C -0.422 1.304 -7.285
C -0.966 0.045 -7.528
C -2.322 -0.073 -7.786
C -3.128 1.054 -7.839
C -2.590 2.309 -7.594
C -1.237 2.432 -7.327
P 0.055 0.758 -2.540
C -1.086 2.130 -2.929
C -1.012 3.325 -2.223
C -1.907 4.343 -2.509
C -2.841 4.180 -3.518
C -2.906 2.992 -4.231
C -2.045 1.956 -3.928
C -1.180 -0.580 -2.338
C -2.334 -0.301 -1.580
C -3.332 -1.260 -1.473
C -3.188 -2.497 -2.082
C -2.020 -2.798 -2.767
C -1.018 -1.852 -2.887
H 1.538 -0.365 -4.153
H -0.049 0.029 -4.840
H 2.322 1.939 -4.433
H 0.675 2.530 -4.653
H 3.589 -0.092 -5.437
H 4.649 -2.256 -5.935
H 4.138 -3.424 -8.049
H 2.495 -2.474 -9.628
H 1.435 -0.304 -9.140
H -0.341 -0.839 -7.511
H -2.743 -1.052 -7.959
H -4.171 0.957 -8.095
H -3.212 3.190 -7.639
H -0.804 3.414 -7.177
H -0.253 3.440 -1.461
H -1.877 5.270 -1.958
H -3.523 4.982 -3.747
H -3.624 2.868 -5.026
H -2.128 1.015 -4.456
H -2.521 0.705 -1.199
H -4.240 -1.030 -0.937
H -3.984 -3.223 -2.036
H -1.901 -3.765 -3.228
H -0.115 -2.094 -3.428
```

Below is 5 unconnected molecules or ions with the total composition C28H58NO9SSi, with properties calculated with wB97M-V/def2-TZVPD.

Results
F_max: 7.81 eV/A
orbital gap: 0.2254 Eh
energy: -68599.7857 eV
2S+1: 1
total charge: -1

XYZ file:
```
98
C28H58NO9SSi | the OMol25 dataset | wB97M-V/def2-TZVPD
C 0.979 -3.140 0.594
C 1.737 -1.716 0.161
C 0.601 -0.516 -0.089
C 1.354 0.929 -0.313
C 0.867 2.102 0.756
C -0.511 2.889 0.265
C -1.676 2.500 1.398
C -3.175 3.060 0.909
C -4.050 1.869 0.122
C -4.494 0.828 1.353
C -5.241 -0.530 0.834
C -4.195 -1.788 0.496
S -4.517 -3.260 1.670
O -6.023 -3.531 1.903
O -3.762 -4.505 1.061
O -3.659 -2.850 3.122
N -3.083 1.204 -0.807
Si -3.587 1.109 -2.512
C -5.232 0.123 -2.838
C -2.199 0.044 -3.413
C -3.539 2.827 -3.464
C -5.321 2.640 -0.558
O -5.254 3.932 -0.985
O -6.688 2.037 -0.707
H 1.228 -4.003 -0.187
H -0.197 -2.976 0.564
H 1.355 -3.487 1.662
H 2.430 -1.875 -0.795
H 2.458 -1.416 1.053
H -0.134 -0.538 0.829
H 0.021 -0.835 -1.059
H 2.519 0.712 -0.227
H 1.157 1.280 -1.414
H 1.770 2.872 0.865
H 0.632 1.550 1.766
H -0.255 4.052 0.281
H -0.793 2.517 -0.819
H -1.364 3.080 2.372
H -1.643 1.338 1.533
H -2.947 3.983 0.227
H -3.771 3.437 1.860
H -5.281 1.416 2.030
H -3.594 0.502 2.025
H -5.886 -0.928 1.757
H -6.001 -0.389 -0.043
H -4.428 -2.155 -0.611
H -3.073 -1.502 0.667
H -3.276 -1.914 2.980
H -2.647 0.336 -0.429
H -6.182 0.829 -2.962
H -5.406 -0.772 -2.103
H -5.087 -0.371 -3.916
H -1.133 0.377 -3.051
H -2.355 -1.057 -2.978
H -2.335 0.026 -4.579
H -2.847 3.578 -2.872
H -4.648 3.243 -3.562
H -3.099 2.636 -4.555
C -0.814 -4.223 4.529
C 0.672 -4.449 4.456
O 1.396 -3.723 3.777
C 1.239 -5.599 5.246
H -1.081 -3.360 3.910
H -1.343 -5.102 4.151
H -1.109 -4.017 5.562
H 0.802 -6.539 4.899
H 1.036 -5.454 6.310
H 2.323 -5.641 5.098
C 6.480 -1.881 -1.318
C 5.721 -1.025 -0.339
O 4.533 -0.759 -0.511
C 6.472 -0.508 0.859
H 5.811 -2.182 -2.131
H 7.312 -1.312 -1.741
H 6.849 -2.780 -0.817
H 7.304 0.121 0.532
H 6.841 -1.346 1.456
H 5.798 0.094 1.478
C -1.153 2.517 -8.608
C -1.577 2.996 -7.246
O -1.755 2.208 -6.319
C -1.774 4.477 -7.062
H -1.050 1.427 -8.594
H -1.910 2.786 -9.349
H -0.188 2.956 -8.873
H -2.558 4.834 -7.734
H -0.836 5.004 -7.258
H -2.079 4.677 -6.029
C 8.655 -0.422 5.403
C 8.201 0.290 4.157
O 7.776 -0.332 3.185
C 8.287 1.793 4.146
H 8.536 -1.502 5.268
H 9.710 -0.207 5.590
H 8.045 -0.107 6.254
H 9.325 2.107 4.277
H 7.661 2.207 4.941
H 7.925 2.170 3.183
```

Below is a single C3H10N2 molecule, with properties calculated with wB97M-V/def2-TZVPD.

Results
structure (SMILES): C[C@@H](N)CN
F_max: 2.91 eV/A
energy above the lowest of the compared OMol25 structures with the same formula, charge and spin: 11.6 kcal per mole
orbital gap: 0.3727 Eh
energy: -6252.9273 eV
2S+1: 1

XYZ file:
```
15
C3H10N2 | the OMol25 dataset | wB97M-V/def2-TZVPD
C 1.470 -0.762 -0.657
C 0.376 0.203 -0.310
N -0.580 0.257 -1.487
C -0.376 -0.128 0.967
N -1.474 0.777 1.245
H 2.097 -0.983 0.207
H 2.123 -0.377 -1.439
H 1.100 -1.713 -1.048
H 0.682 1.252 -0.225
H -1.339 0.846 -1.188
H -0.654 -0.698 -1.787
H -0.818 -1.117 0.821
H 0.381 -0.194 1.760
H -1.357 1.725 0.905
H -1.630 0.911 2.237
```